1.
120
Properties=species:S:1:pos:R:3:forces:R:3 method="wB97M-V/def2-TZVPD" molar_mass_g_mol=2040.59 orbital_gap_ev=7.512 e_tot_ev=-580854.6020 lumo_energy_ha=-0.037
Cl -0.793 -1.902 3.888 -5.6 -1.8 1.8
Cl -1.883 5.900 2.520 0.2 -0.3 -0.1
H -6.579 0.216 -4.490 0.4 0.1 0.2
C -5.529 0.268 -4.153 0.5 0.4 -0.2
H -7.774 -4.836 -4.236 0.0 0.1 0.0
Cl -2.783 -3.580 5.200 0.0 0.0 0.0
C 0.257 -1.211 0.386 0.3 0.4 0.0
C 1.655 -2.371 3.782 1.6 -1.6 -0.7
H -0.529 -2.236 -4.304 -0.3 0.4 0.1
H 2.944 3.159 0.745 -0.6 -0.4 0.0
C -2.622 -1.714 -4.048 0.9 0.0 -1.2
Cl 6.978 1.401 6.560 0.0 0.0 0.0
Cl -5.197 3.203 -7.136 -0.4 0.5 -0.3
C -1.046 -2.483 -1.437 1.5 2.0 0.1
C 0.698 -0.111 2.723 1.0 -0.9 -0.8
H -4.918 1.085 -6.123 0.3 -0.7 0.7
Cl 7.431 0.796 2.318 0.1 0.0 -0.1
C -4.273 -1.047 -5.986 0.6 0.3 -0.5
C 1.636 -7.217 0.032 0.1 0.0 0.0
S -1.795 -4.369 -0.248 -0.6 1.3 -0.6
H 2.180 -7.479 -0.868 0.0 0.0 0.0
C -5.760 4.483 -6.058 0.0 -0.1 0.0
Cl -3.572 -1.807 3.030 0.0 0.0 0.0
H 9.801 2.889 -3.434 -0.1 0.0 0.0
N -0.932 -3.373 0.662 0.0 0.1 0.2
C 8.728 2.784 -3.328 -0.2 0.0 0.1
H 0.339 0.866 2.386 0.0 -0.4 0.3
Cl -4.793 4.515 -4.580 0.0 0.0 -0.1
Cl -5.789 -3.616 -3.988 -0.1 -0.2 0.1
H -0.789 -0.488 -4.303 -0.3 -0.3 0.3
C -4.561 8.580 3.748 0.1 0.0 0.1
H 2.127 6.130 8.286 0.0 0.0 -0.1
Cl -0.625 -10.048 3.728 0.0 0.0 0.0
Cl 1.613 -6.145 5.456 -0.1 0.0 0.0
Cl 8.087 2.004 -4.774 0.1 0.0 -0.1
H 4.386 2.946 2.428 -0.3 -0.5 0.1
C 0.061 -0.329 -1.905 -0.1 -0.6 1.3
H 7.937 -1.096 3.599 0.0 0.0 0.0
H -5.337 -0.617 -3.521 0.0 0.3 -0.4
Cl -2.201 -8.189 5.308 -0.1 0.0 0.0
C 2.504 2.419 1.438 1.3 0.5 1.0
H 4.872 0.461 6.984 0.0 0.0 -0.1
Cl 1.581 8.056 7.068 0.0 -0.1 0.0
H 1.520 2.795 1.780 0.6 -0.6 -0.4
H -5.237 9.163 3.136 0.0 0.0 0.0
H -2.803 -2.763 -3.758 -0.2 0.7 0.3
H -2.058 -1.060 -6.082 -0.4 -0.1 0.2
Cl 8.492 -1.750 1.416 0.0 0.0 0.1
C 1.152 -0.269 4.049 0.8 1.8 0.2
H -4.271 -0.944 -7.090 -0.2 -0.2 0.5
C 1.143 -7.460 6.536 0.1 0.0 0.0
Cl 5.371 -0.246 4.806 -0.2 -0.1 0.1
H -2.835 -2.672 -5.967 0.2 0.5 -0.2
H -2.607 2.361 -9.024 0.0 0.0 0.0
H -3.259 -1.014 -3.485 0.3 -0.3 -0.1
C 0.707 -1.227 1.811 1.4 0.2 1.5
C 0.568 -0.206 -0.521 -0.4 -0.6 -0.3
C 2.549 6.622 7.418 0.1 0.1 0.0
Cl -0.263 2.304 -9.001 -0.1 0.0 0.0
C -1.110 -1.425 -3.813 0.0 -0.6 0.6
H -5.342 1.150 -3.512 -0.6 -0.3 -0.2
Cl 0.341 4.703 1.078 -0.2 0.5 -0.1
H -5.030 -1.799 -5.706 0.1 0.6 -0.2
C -0.529 -2.327 -0.074 -1.2 -1.3 -0.7
Cl 0.927 -8.681 0.708 0.3 -0.1 -0.3
H 2.634 2.858 -2.511 0.0 0.1 0.0
N -1.755 -3.577 -1.700 0.4 0.0 1.5
C -1.868 1.845 -8.422 0.1 0.1 0.1
Cl 0.783 5.916 3.673 -0.2 0.1 -0.3
H 0.228 -7.896 6.155 0.1 0.0 0.0
Cl -4.974 6.873 3.552 0.0 0.1 0.0
H -5.640 5.432 -6.565 0.0 0.0 0.0
B 1.415 1.078 -0.147 0.2 0.2 -0.4
C -7.449 -3.850 -4.542 0.0 0.1 0.0
C 1.195 -2.410 2.422 1.1 1.3 0.0
Cl -8.524 -2.658 -3.807 0.0 -0.1 0.0
Cl 4.215 7.069 7.789 -0.1 0.0 0.0
O 1.143 2.254 -0.891 -0.1 -0.3 0.9
H 3.032 2.880 3.536 0.0 -0.5 -0.4
Cl -2.085 2.346 -6.739 0.4 -0.1 -0.2
C -2.876 -1.626 -5.605 -0.7 -0.3 0.8
Cl -4.768 9.078 5.429 0.0 0.0 -0.1
C 3.014 3.245 -3.450 0.1 -0.1 0.1
H 1.082 0.625 4.692 0.0 -0.4 -0.3
Cl 3.107 5.005 -3.325 0.0 0.0 0.0
Cl -7.470 4.269 -5.679 0.0 0.0 0.0
Cl 4.377 2.345 5.678 0.2 -0.2 0.4
Cl 2.495 5.491 6.061 0.2 -0.1 0.3
C 5.334 0.926 6.122 0.1 0.1 0.0
Cl 8.032 4.395 -3.128 0.1 0.0 0.0
Cl -1.375 -7.472 2.625 -0.3 0.1 0.2
Cl 4.609 2.546 -3.729 0.0 0.0 0.0
H 2.101 -3.316 4.137 -0.4 0.4 0.0
H 3.756 1.325 2.890 -0.2 0.5 0.1
H -2.679 -1.237 5.125 -0.1 -0.1 0.0
C -0.680 -1.402 -2.338 -0.4 0.4 -1.3
C -1.868 -8.792 3.681 0.1 0.1 -0.1
Cl 10.031 -0.102 3.246 0.0 0.0 0.0
H -3.571 0.717 -4.991 -0.5 0.1 -0.2
Cl 2.770 -6.491 1.174 0.0 0.0 -0.1
C -0.155 5.995 2.179 -0.2 -0.1 0.1
H 0.281 0.467 -2.625 0.0 -0.3 0.4
Cl 2.383 -8.718 6.567 -0.1 0.0 0.0
C -4.552 0.364 -5.365 0.1 -1.1 0.5
H 0.236 2.554 -0.741 0.1 -0.1 -0.5
O 2.391 1.118 0.815 -0.8 0.5 -0.5
Cl -2.117 0.112 -8.616 0.0 0.1 -0.1
Cl 1.901 2.762 -4.730 -0.1 0.0 0.0
Cl -2.911 8.896 3.204 -0.2 0.3 0.1
Cl 0.360 -6.062 -0.393 0.8 -0.7 0.1
N 1.679 -1.367 4.666 -0.5 0.8 -2.9
H 0.045 6.947 1.699 0.0 -0.1 0.0
C 8.409 -0.603 2.757 0.0 0.1 -0.1
Cl -7.534 -3.761 -6.304 0.0 0.0 0.0
C -2.476 -2.025 4.408 0.3 0.0 0.0
C 3.474 2.365 2.669 -0.2 0.3 -1.0
H -2.778 -9.228 3.285 0.0 0.0 0.0
Cl 0.828 -6.852 8.163 0.0 0.0 -0.1
H 1.275 -3.341 1.855 -0.1 0.3 0.4
Cl 8.379 1.783 -1.920 0.1 0.0 0.1


2.
76
Properties=species:S:1:pos:R:3:forces:R:3 method="wB97M-V/def2-TZVPD" molar_mass_g_mol=597.77 orbital_gap_ev="6.725 / 7.954" e_tot_ev=-96265.5704 lumo_energy_ha="-0.019 / 0.009" spin_multiplicity=4 relative_energy_kcal_mol=25.4
H 1.495 0.797 4.071 -0.1 0.0 -0.1
H -1.437 -1.596 -3.782 0.0 0.0 -0.1
C -1.879 -2.400 -3.213 0.1 0.1 0.1
C -3.023 -4.431 -1.751 0.0 0.0 0.0
C 2.164 1.374 3.435 0.2 0.0 0.5
H -2.806 0.856 -2.571 0.0 0.0 -0.2
H 1.909 1.485 -5.508 0.1 0.0 -0.1
C -3.893 -1.019 -0.168 0.2 0.0 0.0
H -4.246 1.377 -1.699 -0.1 0.0 -0.1
O 1.594 1.393 2.136 0.2 0.1 -0.2
H 2.394 -3.002 -2.817 0.0 -0.1 0.0
C 1.380 -1.320 -3.652 0.0 0.0 0.0
H -0.762 1.256 3.612 0.1 0.0 0.0
H -2.951 2.531 -2.028 0.0 0.0 -0.1
H 2.622 -0.668 0.800 -0.3 0.2 0.1
C -3.165 1.497 -1.765 0.2 -0.1 0.1
H -3.482 -5.227 -1.178 0.0 0.0 0.1
H 2.323 -2.990 -4.586 0.0 0.0 0.0
C -2.458 -0.855 2.684 0.1 0.1 -0.1
C -2.096 -0.028 1.478 -0.2 0.3 0.3
H -3.855 -1.938 0.408 0.0 -0.1 0.0
H -2.750 -1.870 2.419 0.0 -0.1 0.0
H -3.305 -0.389 3.195 0.0 -0.1 0.1
C 1.770 -2.763 -3.677 0.1 0.0 0.0
C 0.927 -4.219 -1.023 0.1 0.0 0.0
C -2.797 -3.241 -3.813 -0.1 -0.1 0.0
H -2.765 -4.003 0.863 0.0 0.1 0.1
C 0.194 0.576 -2.760 -0.1 -0.2 -0.1
C -1.695 1.938 0.342 0.0 -0.1 0.2
C 0.670 1.392 -3.766 0.0 0.1 -0.1
Cr 0.046 0.102 0.506 -0.1 0.4 -0.1
C 1.837 -0.486 -4.667 0.1 0.0 0.0
C -1.125 1.960 2.866 0.0 0.0 -0.1
C 1.758 -5.152 -0.433 -0.1 -0.1 -0.2
S 3.581 3.020 1.494 0.0 0.0 0.0
H -0.480 0.982 -2.016 0.0 0.1 0.0
H 0.260 -4.527 -1.817 0.0 0.0 0.0
C 1.735 -2.529 0.505 -0.3 -0.1 -0.3
H 1.631 -1.220 2.136 -0.1 0.1 0.0
H 0.396 2.435 -3.792 0.0 0.1 0.0
C -3.351 -4.281 -3.086 0.0 0.1 0.0
H 2.470 -0.913 -5.433 0.1 0.0 -0.1
C -2.121 -3.581 -1.124 0.0 0.1 -0.1
H -1.142 -4.569 0.507 0.1 0.0 0.1
H -0.572 3.376 -0.799 0.0 0.1 0.0
H -1.417 -2.841 0.757 -0.1 -0.1 0.2
H 3.263 -5.500 1.053 0.0 -0.1 0.1
C 2.302 2.047 1.171 0.1 0.1 0.2
H -3.820 -1.265 -1.225 -0.1 -0.1 -0.1
H 3.220 -3.189 1.894 0.0 0.0 0.1
C 2.598 -4.777 0.605 0.1 0.1 0.1
C 2.579 -3.479 1.073 0.1 -0.1 0.0
C -2.831 -0.052 0.242 0.5 0.3 0.0
C -1.504 -2.579 -1.884 -0.3 0.2 0.2
P -0.160 -1.558 -1.163 0.7 -1.1 -1.1
C -1.313 3.346 0.001 0.0 -0.2 0.0
C 0.932 -2.899 -0.575 0.1 0.1 0.2
C -1.844 -3.753 0.338 0.0 0.0 0.1
C 1.516 0.857 -4.721 -0.1 0.1 0.1
S 1.678 1.681 -0.369 -0.3 -0.2 -0.3
C -2.544 1.123 -0.458 0.1 -0.3 0.1
C 0.556 -0.769 -2.664 -0.1 0.3 0.3
H -4.051 -4.957 -3.555 -0.1 -0.1 0.0
H -0.366 2.725 2.712 0.0 0.0 0.1
H -2.194 3.891 -0.337 0.0 0.1 0.0
H -1.626 -0.916 3.386 -0.1 0.0 0.1
H 2.269 2.390 3.822 0.0 -0.1 0.0
H -4.873 -0.562 -0.009 0.0 0.0 0.0
H -0.895 3.864 0.861 0.1 0.0 0.0
H 3.151 0.903 3.400 -0.1 0.1 0.0
H 1.750 -6.174 -0.781 0.0 -0.1 0.0
C -1.487 1.271 1.578 -0.4 0.2 0.3
C 1.660 -1.146 1.039 0.1 0.1 0.3
H 0.884 -3.393 -3.641 0.0 -0.1 0.0
H -3.075 -3.089 -4.845 0.0 0.0 -0.1
H -2.007 2.456 3.281 -0.1 0.0 0.0